[1]
The following is a quantum chemistry calculation of a single C4H8O molecule in a non-equilibrium geometry, from the OMol25 dataset.

Values from the calculation:
LUMO: 1.1501 eV
E_tot: -6320.9631 eV

ORCA input file:
```
! RIJCOSX wB97M-V def2-TZVPD def2/J DEFGRID3
* xyz 0 1
O 1.28172 -1.14960 -0.16170
C 0.80802 -0.15424 0.55204
C 1.77864 0.15897 -0.39328
C -1.72370 -0.47649 -0.14903
C -0.45459 0.48432 0.08276
H -0.23659 1.14023 -0.99912
H -2.58502 0.01171 -0.85884
H -0.60830 1.30998 0.82935
H 2.71834 0.50780 0.41689
H -1.49064 -1.40295 -0.63277
H 1.61110 0.71083 -1.31088
H -1.98852 -0.87842 0.89379
H 0.88953 -0.26214 1.73080
*
```

---

[2]
The following is a quantum chemistry calculation of a molecular structure, C28H27Br4CeN3O5SbSe4 in a non-equilibrium geometry, from the OMol25 dataset.

Values from the calculation:
LUMO (alpha / beta): 2.2080 / 2.1899 eV
E_tot: -605207.7872 eV

ORCA input file:
```
! RIJCOSX wB97M-V def2-TZVPD def2/J DEFGRID3
* xyz -2 2
Ce 0.87567 0.59142 0.35682
Sb 1.94116 6.00558 -0.25258
Br 7.87909 -1.41838 0.08988
Br 6.33147 -4.21759 0.36732
Br 6.01091 1.36834 0.68753
Br 3.10807 -4.42117 -0.55848
Se 2.76380 8.11625 0.87040
Se 2.19935 3.74718 0.79619
Se -0.45730 6.61087 -0.50836
Se 2.80538 6.35914 -2.53029
O -1.35607 -0.58188 0.51281
O 0.64211 1.45162 4.59232
O 1.79511 -1.63123 0.09499
O 3.02508 0.71877 0.04176
O 1.22425 0.90813 2.47777
N 1.46659 1.26295 -4.32549
N 1.19300 0.76017 -2.25012
N -0.86331 2.20364 1.49158
C 3.82249 -0.34441 -0.03044
C -3.00626 3.32575 1.60897
C 3.93734 -2.79194 -0.10204
C 0.31458 0.51397 -4.23601
C 5.35525 -2.64411 -0.10281
C -2.51076 -3.33643 -1.42078
C -0.78649 2.11381 2.84394
C -3.56369 -1.07806 -2.99577
C 3.09573 -1.64028 -0.03982
C 1.98129 1.46901 -3.08451
C -3.83378 0.26951 -0.89466
C -1.30569 -2.68951 2.50898
C -3.64711 -1.16641 -1.45458
C -2.58564 -2.04489 -0.84244
C -1.27798 -4.19619 0.41675
C 0.15431 0.21646 -2.92242
C -1.87143 -4.36865 -0.79562
C -1.89504 -1.37833 3.06087
C 0.12307 -2.92608 2.97505
C 5.22601 -0.25719 0.10096
C -1.79089 2.67935 3.60021
C -2.97582 3.20024 3.01019
C 3.21101 2.08576 -2.71597
C -1.47956 -2.93147 1.05318
C -1.77009 -1.76966 0.22884
C -1.85550 2.89890 0.92539
C 6.03947 -1.36823 -0.13306
C 0.43944 1.49158 3.37784
H 0.79020 -2.88786 2.11101
H -4.54662 -1.70133 -1.15924
H -3.28544 -1.95784 -3.52261
H -1.94835 -3.51302 2.97022
H 3.06711 2.81385 -1.88897
H -2.77609 -0.36051 -3.24558
H -1.87983 -5.37783 -1.29825
H -4.80904 0.63840 -1.14961
H -1.87770 -0.60350 2.29041
H -3.75702 3.98737 1.17729
H 3.84564 1.32185 -2.27881
H -0.25087 0.16553 -5.12620
H -3.01375 0.86822 -1.24619
H -3.64315 0.25977 0.19771
H 0.32164 -3.83365 3.50027
H 0.48291 -2.08050 3.60280
H -0.46083 -0.60641 -2.52388
H -3.88212 3.38302 3.59527
H -0.73607 -4.99474 0.95025
H -2.94776 -1.48596 3.34111
H -1.34690 -0.96959 3.87744
H -1.60109 2.65698 4.70819
H -3.03865 -3.51723 -2.35841
H -4.47930 -0.74362 -3.44459
H 3.59471 2.59085 -3.64243
H -1.83697 3.12440 -0.15908
H 1.88677 1.65703 -5.17238
*
```

---

[3]
The following is a quantum chemistry calculation of 3 unconnected molecules or ions with the total composition C14H35BNO5P, from the OMol25 dataset.

Values from the calculation:
LUMO: 0.5733 eV
E_tot: -36779.5698 eV

ORCA input file:
```
! RIJCOSX wB97M-V def2-TZVPD def2/J DEFGRID3
* xyz 0 1
P -1.88726 -2.17687 1.57465
O 0.69080 -1.14968 0.80582
O -5.71764 -1.46421 0.85584
O 2.52332 0.22542 -1.79710
O -5.43105 -3.50698 1.65577
O -0.36419 3.20485 1.79256
N 0.50822 -3.53291 0.41674
C 2.64722 1.56356 -2.25088
C -2.10253 4.93299 2.05294
C -0.36805 3.18118 0.37801
C 4.92072 -0.33729 -1.93256
C -0.35888 -4.69652 0.29486
C -0.70907 4.43744 2.39927
C -2.86570 -1.73933 0.03916
C 2.53608 1.72056 -3.75671
C 0.60401 4.15800 -0.26282
C 1.82976 -3.86537 0.95595
C 3.48779 -0.69439 -2.28503
C -3.99130 -2.75433 -0.17966
C -1.76400 -0.53942 2.41433
C -5.11328 -2.49779 0.81301
B -0.07203 -2.29735 0.84319
H 3.58056 2.00825 -1.88814
H 0.35122 5.19567 -0.04195
H 0.58259 4.04003 -1.34771
H -3.60537 -3.76935 -0.06184
H 3.22021 -1.64611 -1.82296
H -2.31497 5.84746 2.60851
H -4.71823 -4.15630 1.66668
H -1.43418 -0.70312 3.43975
H -3.30061 -0.74987 0.18634
H 1.74714 -4.71515 1.63968
H -2.20665 5.16111 0.99144
H -2.23247 -1.68758 -0.84771
H 1.62040 3.97170 0.08792
H 1.83114 2.09336 -1.76006
H 2.57824 2.77895 -4.01735
H -4.42216 -2.66146 -1.17836
H 5.03846 -0.24196 -0.85242
H 5.23666 0.59826 -2.39511
H -1.05234 0.11134 1.90868
H 5.59058 -1.12208 -2.28625
H -2.74972 -0.07381 2.42376
H 1.59101 1.31246 -4.11734
H 2.24212 -3.01815 1.50147
H 0.03632 5.20711 2.16640
H -2.85182 4.18565 2.31682
H 1.23897 -1.11506 0.01141
H 3.38246 -0.82525 -3.36776
H -1.38068 3.34485 -0.00940
H 2.54066 -4.13683 0.17012
H -1.22875 -4.45659 -0.31697
H -0.64146 4.24229 3.46972
H 3.34873 1.21986 -4.28432
H -0.08987 2.15801 0.11904
H -0.70433 -5.06327 1.26870
H 0.17319 -5.50600 -0.20812
*
```

---

[4]
The following is a quantum chemistry calculation of a gas-phase ion, C10H22OP (charge +1) in a non-equilibrium geometry, from the OMol25 dataset.

Values from the calculation:
LUMO: -4.8123 eV
E_tot: -22053.7602 eV

ORCA input file:
```
! RIJCOSX wB97M-V def2-TZVPD def2/J DEFGRID3
* xyz 1 1
P 0.41259 0.20793 0.29423
O -0.48576 0.41593 -0.96873
C 1.68921 -2.47472 0.00235
C 1.73236 -3.67897 1.00678
C 2.24929 2.46343 0.19462
C -1.36758 -0.60582 -1.46227
C -2.83083 -0.36346 -1.05401
C -2.88065 -0.08064 0.47152
C -3.19670 1.27616 0.96029
C 2.17845 2.42734 -1.29827
C 0.90634 1.90614 0.85997
C 1.56933 -1.04789 0.41425
H -3.39057 -0.92966 1.09600
H 2.80489 -3.74142 1.42028
H -3.20167 1.48578 2.05880
H -3.13910 0.50246 -1.57732
H 1.51859 -4.59708 0.42537
H 2.34281 3.49685 0.42637
H 1.28661 2.90154 -1.71620
H 2.03377 -0.80341 1.37589
H -4.29238 1.46006 0.55656
H -2.58261 2.00986 0.70358
H -1.19350 -0.53458 -2.56663
H -1.80256 -0.26936 0.82958
H 3.02623 2.85628 -1.82048
H -3.46427 -1.19370 -1.27347
H 0.95237 -2.66914 -0.82127
H 2.28920 1.39113 -1.81355
H 1.22225 1.63536 1.91987
H -1.12202 -1.67536 -1.20673
H -0.01912 2.52661 0.63148
H 3.08465 1.90605 0.59653
H 2.65822 -2.55163 -0.52517
H 1.01212 -3.65209 1.85980
*
```

---

[5]
The following is a quantum chemistry calculation of 2 unconnected molecules or ions with the total composition C3H2BrCl3 in a non-equilibrium geometry, from the OMol25 dataset.

Values from the calculation:
LUMO: -0.1660 eV
E_tot: -110749.5106 eV

ORCA input file:
```
! RIJCOSX wB97M-V def2-TZVPD def2/J DEFGRID3
* xyz 0 1
Br -0.19235 2.25299 -0.96230
Cl -1.31621 -0.83126 -2.14213
Cl -2.51353 -0.18976 0.41201
Cl -0.49161 -2.30418 0.37240
C 1.36799 0.48872 0.74129
C -1.05725 -0.86595 -0.38475
C 0.37852 0.85058 -0.09835
H 1.50590 -0.49412 1.07208
H 2.31854 1.09297 0.98974
*
```

---

[6]
The following is a quantum chemistry calculation of a gas-phase ion, C3H8NOS (charge +1) in a non-equilibrium geometry, from the OMol25 dataset.

Values from the calculation:
LUMO: -3.8830 eV
E_tot: -17604.6259 eV

ORCA input file:
```
! RIJCOSX wB97M-V def2-TZVPD def2/J DEFGRID3
* xyz 1 1
S -0.30779 0.12182 -1.99985
O 1.05857 0.66627 -1.24562
N 0.13256 -1.65117 0.07311
C 0.75735 1.40774 -0.11133
C -0.51396 0.75776 0.62457
C -0.90923 -0.52827 -0.16030
H 0.96522 -1.02407 0.27909
H 0.26127 -2.31383 -0.81531
H -0.19425 0.44624 1.64194
H -1.41456 1.43960 0.56871
H -1.95183 -0.80449 -0.05733
H 0.03424 -2.39866 0.87530
H 0.49926 2.49667 -0.31663
H 1.58314 1.38439 0.64363
*
```

---

[7]
The following is a quantum chemistry calculation of a molecular structure, C4H8N4 in a non-equilibrium geometry, from the OMol25 dataset.

Values from the calculation:
LUMO: 0.8607 eV
E_tot: -10234.5942 eV

ORCA input file:
```
! RIJCOSX wB97M-V def2-TZVPD def2/J DEFGRID3
* xyz 0 1
N -0.72254 1.88968 -0.45814
N 1.56177 -0.84218 0.70574
N -0.20061 0.17472 -2.16365
N -0.86996 -0.55526 -0.05594
C -0.43668 0.57941 -0.75356
C -1.23981 -0.36179 1.33108
C 0.69724 -0.51767 -0.33804
C 0.70629 -0.67482 -1.80537
H -0.61088 2.15349 0.51161
H -0.30514 2.54182 -1.11001
H -0.53943 0.27358 1.89274
H 1.29823 -1.28509 -2.47306
H -2.23682 0.08578 1.35450
H 2.40851 -0.29179 0.73764
H 1.76235 -1.83281 0.80656
H -1.27253 -1.33707 1.81790
*
```